[1]
The following is a quantum chemistry calculation of a molecular structure, C3H11BrO3Si2, from the Open Molecules 2025 dataset.

```
20
C3H11BrO3Si2, DFT ωB97M-V/def2-TZVPD
O -0.82 1.45 2.67
C -0.84 1.98 1.62
Br -0.43 3.91 1.46
C -1.14 1.35 0.29
Si 0.47 1.12 -0.70
O 1.24 -0.22 -0.04
Si 2.44 0.02 1.10
H -1.81 2.03 -0.24
H -1.57 0.37 0.43
H 1.39 2.25 -0.55
H 0.10 0.88 -2.10
H 3.77 -0.04 0.45
H 2.27 1.32 1.77
H 2.39 -1.05 2.11
C -1.46 -2.72 -1.63
O -1.07 -1.79 -0.63
H -2.47 -2.46 -1.94
H -0.80 -2.67 -2.50
H -1.47 -3.74 -1.24
H -0.17 -2.00 -0.35
```

Computed properties:
gap between HOMO and LUMO: 10.9 eV
highest occupied orbital energy: -10.31 eV
charge: 0



[2]
The following is a quantum chemistry calculation of a molecular structure, C16H33BNO2Pr at a distorted geometry, from the Open Molecules 2025 dataset.

```
54
C16H33BNO2Pr, DFT ωB97M-V/def2-TZVPD
C -1.05 -2.94 5.21
C -1.05 -1.41 4.99
C -2.13 -0.96 3.97
C -1.59 -1.07 2.53
C -1.31 0.34 1.84
C -1.57 0.40 0.28
C -0.30 0.30 -0.60
B 0.25 -1.18 -0.37
C 1.72 -1.60 0.00
O -0.72 -2.20 -0.55
C -0.81 0.47 -2.08
C 0.31 0.56 -3.15
C -0.16 1.51 -4.27
C 0.40 -0.88 -3.83
N 1.67 0.86 -2.60
O 2.40 1.14 -3.45
C 1.73 1.79 -1.45
C 3.16 1.62 -0.79
C 1.68 3.30 -1.89
C 0.71 1.47 -0.32
H -2.05 -3.38 5.17
H -0.56 -3.15 6.16
H -0.45 -3.47 4.45
H -1.26 -0.91 5.94
H -0.04 -1.16 4.62
H -2.97 -1.64 4.13
H -2.49 0.04 4.23
H -0.61 -1.56 2.59
H -2.21 -1.74 1.86
H -0.33 0.74 2.10
H -2.03 1.03 2.29
H -1.99 1.40 0.06
H -2.35 -0.34 -0.07
H 1.81 -2.68 -0.17
H 2.01 -1.38 1.04
H 2.43 -1.14 -0.71
H -0.79 -2.77 0.23
H -1.41 1.39 -2.14
H -1.52 -0.35 -2.28
H -0.43 2.51 -3.92
H 0.51 1.55 -5.13
H -1.10 1.08 -4.65
H -0.13 -0.89 -4.78
H -0.06 -1.64 -3.18
H 1.45 -1.18 -3.94
H 3.12 0.89 0.02
H 3.50 2.55 -0.34
H 3.90 1.24 -1.51
H 2.69 3.70 -1.87
H 1.32 3.44 -2.91
H 1.08 3.90 -1.20
H 1.19 1.25 0.64
H 0.10 2.37 -0.15
Pr -3.68 -1.23 -0.05
```

Computed properties:
gap between HOMO and LUMO (alpha / beta): 7.2 / 7.2 eV
multiplicity: 4
highest occupied orbital energy (alpha / beta): -18.84 / -18.84 eV
charge: +3
<S²>: 3.752



[3]
The following is a quantum chemistry calculation of C15H16ClN5O in the gas phase at a distorted geometry, from the Open Molecules 2025 dataset.

```
38
C15H16ClN5O, DFT ωB97M-V/def2-TZVPD
C 6.87 -0.06 -2.89
O 6.26 0.56 -1.78
C 5.68 -0.33 -0.86
C 4.40 -1.03 -1.37
C 4.64 -2.50 -1.73
N 3.35 -0.94 -0.38
C 2.11 -0.51 -0.65
N 1.82 -0.08 -1.88
C 0.59 0.35 -2.13
N -0.44 0.41 -1.32
C -0.17 -0.02 -0.09
C 1.09 -0.49 0.33
C 0.90 -0.83 1.69
N -0.33 -0.59 2.06
N -1.00 -0.10 0.99
C -2.35 0.23 1.10
C -3.00 0.05 2.32
C -4.34 0.37 2.44
C -5.02 0.87 1.35
Cl -6.70 1.26 1.50
C -4.39 1.06 0.13
C -3.05 0.74 0.00
H 6.14 -0.52 -3.56
H 7.39 0.74 -3.43
H 7.60 -0.81 -2.57
H 5.43 0.30 0.00
H 6.42 -1.08 -0.54
H 4.03 -0.49 -2.24
H 5.40 -2.59 -2.49
H 3.72 -2.94 -2.10
H 4.96 -3.06 -0.85
H 3.53 -1.32 0.54
H 0.42 0.69 -3.15
H 1.60 -1.23 2.40
H -2.44 -0.35 3.15
H -4.84 0.22 3.38
H -4.93 1.45 -0.71
H -2.53 0.88 -0.93
```

Computed properties:
gap between HOMO and LUMO: 8.8 eV
highest occupied orbital energy: -8.31 eV
charge: 0
SMILES string: COC[C@@H](C)Nc1ncnc2c1cnn2-c1ccc(Cl)cc1



[4]
The following is a quantum chemistry calculation of 2 unconnected molecules or ions with the total composition C3H5BrF2 at a distorted geometry, from the Open Molecules 2025 dataset.

```
11
C3H5BrF2, DFT ωB97M-V/def2-TZVPD
C -1.26 -0.41 0.94
C 2.03 -0.16 -1.36
C -0.66 0.81 0.50
F -1.17 1.68 -0.35
F 0.27 1.46 1.20
Br 1.27 -1.84 -1.43
H -0.53 -1.20 0.73
H -1.58 -0.55 1.97
H -2.21 -0.49 0.30
H 1.36 0.37 -1.91
H 2.49 0.32 -0.60
```

Computed properties:
gap between HOMO and LUMO (alpha / beta): 9.4 / 7.2 eV
highest occupied orbital energy (alpha / beta): -8.66 / -7.53 eV
charge: 0



[5]
The following is a quantum chemistry calculation of a molecular structure, C25H23NP2SbSe4Ti, from the Open Molecules 2025 dataset.

```
57
C25H23NP2SbSe4Ti, DFT ωB97M-V/def2-TZVPD
Ti 1.70 0.11 -2.37
C -0.25 -2.25 -1.39
N -0.42 -1.17 -0.39
P -0.90 0.22 -1.39
C -2.63 -0.19 -1.74
C -3.26 0.52 -2.76
C -4.60 0.29 -3.05
C -5.31 -0.64 -2.32
C -4.69 -1.35 -1.30
C -3.36 -1.12 -1.00
C -0.97 1.70 -0.34
C -1.81 1.84 0.76
C -1.78 3.01 1.50
C -0.93 4.04 1.12
C -0.11 3.92 0.01
C -0.13 2.75 -0.73
P 1.19 -0.71 0.13
C 0.97 0.23 1.66
C 1.69 1.41 1.81
C 1.61 2.12 3.00
C 0.79 1.67 4.02
C 0.06 0.49 3.87
C 0.15 -0.23 2.69
C 1.94 -2.26 0.70
C 1.24 -3.25 1.38
C 1.90 -4.37 1.85
C 3.27 -4.51 1.64
C 3.97 -3.53 0.96
C 3.31 -2.40 0.48
H -1.20 -2.45 -1.89
H 0.10 -3.16 -0.93
H 0.47 -2.00 -2.21
H -2.69 1.24 -3.34
H -5.08 0.84 -3.85
H -6.35 -0.83 -2.54
H -5.25 -2.08 -0.72
H -2.87 -1.67 -0.20
H -2.47 1.02 1.04
H -2.41 3.12 2.37
H -0.92 4.96 1.70
H 0.54 4.73 -0.29
H 0.50 2.64 -1.61
H 2.32 1.76 1.00
H 2.17 3.04 3.11
H 0.72 2.23 4.95
H -0.57 0.14 4.67
H -0.42 -1.14 2.57
H 0.17 -3.14 1.54
H 1.35 -5.14 2.37
H 3.78 -5.39 2.00
H 5.04 -3.64 0.79
H 3.85 -1.64 -0.06
Se 5.01 1.52 -5.71
Sb 3.51 2.27 -4.04
Se 3.89 0.84 -1.86
Se 1.18 1.14 -4.44
Se 3.00 4.45 -3.24
```

Computed properties:
gap between HOMO and LUMO (alpha / beta): 6.3 / 6.5 eV
multiplicity: 2
highest occupied orbital energy (alpha / beta): -7.30 / -7.29 eV
charge: 0
<S²>: 0.763



[6]
The following is a quantum chemistry calculation of 3 unconnected molecules or ions with the total composition C8H8IN2O at a distorted geometry, from the Open Molecules 2025 dataset.

```
20
C8H8IN2O, DFT ωB97M-V/def2-TZVPD
C -0.93 -0.72 -0.26
C -0.35 -1.20 0.99
C -0.66 -1.48 -1.40
C 0.71 -1.98 0.97
C 0.50 -2.16 -1.44
C 1.30 -2.34 -0.20
C 2.58 -2.69 -0.14
C 1.18 1.85 -0.31
N 3.71 -2.83 -0.12
N 2.23 2.32 0.11
O 0.36 1.29 -0.93
I 0.04 5.96 0.18
H -1.81 -0.04 -0.28
H -0.95 -0.77 1.89
H -1.31 -1.35 -2.26
H 1.17 -2.24 1.95
H 0.78 -2.72 -2.33
H 0.83 4.90 -0.71
H 4.70 -3.02 0.03
H 2.55 3.07 0.71
```

Computed properties:
gap between HOMO and LUMO: 7.4 eV
highest occupied orbital energy: -12.17 eV
charge: +1



[7]
The following is a quantum chemistry calculation of a molecular structure, C2H6CsO, from the Open Molecules 2025 dataset.

```
10
C2H6CsO, DFT ωB97M-V/def2-TZVPD
Cs -1.76 -2.46 -1.88
C 0.21 1.29 0.17
C -0.08 -0.20 0.32
O 0.84 -0.98 -0.46
H 1.05 1.58 0.80
H -0.66 1.86 0.50
H 0.42 1.55 -0.87
H -1.11 -0.41 0.00
H -0.02 -0.46 1.38
H 1.10 -1.76 0.04
```

Computed properties:
gap between HOMO and LUMO: 10.6 eV
highest occupied orbital energy: -14.48 eV
charge: +1